Computed, not measured: a molecular structure, C25H50HfNO3PSSi in a non-equilibrium geometry, with ωB97M-V with the def2-TZVPD basis set.

Structure (XYZ):
```
83
Properties=species:S:1:pos:R:3:forces:R:3
C -2.445066 0.317716 -5.515762 -0.2 -0.1 0.0
C -2.154123 -0.856773 -4.830121 0.3 0.0 0.1
C -1.522241 -0.830500 -3.567795 -0.5 -0.6 -0.2
C -1.149369 0.416220 -3.012304 0.7 0.7 1.4
C -1.266395 1.554091 -3.835781 -0.4 0.4 -0.5
C -1.973503 1.533721 -5.030036 0.2 0.3 0.1
C -1.356804 -2.157534 -2.869672 -0.3 -0.2 0.0
C -0.146534 -3.065119 -3.312729 0.3 -0.2 -0.6
N 1.193192 -2.564492 -3.375699 -0.5 1.5 0.1
Hf -0.828498 1.301218 -0.921456 -4.0 -2.4 -3.3
C -0.624910 2.859551 -3.405218 0.1 0.3 0.8
P 0.870312 2.540213 -2.327744 0.4 0.9 -1.9
H -2.424536 -1.823119 -5.277509 0.0 0.5 0.3
H -2.145025 2.480176 -5.552058 0.1 -0.4 0.0
H -3.056547 0.298644 -6.419410 0.3 -0.1 0.2
H -1.338540 3.527047 -2.895273 0.1 0.2 -0.2
H -0.187159 3.419521 -4.241424 -0.4 0.0 0.0
H -1.368247 -2.047708 -1.781325 0.2 0.1 -0.3
H -2.261145 -2.746250 -3.127545 0.5 0.1 0.2
H -0.082975 -3.885599 -2.588837 -0.6 -0.2 -0.4
C 1.456136 4.169785 -1.786908 0.0 0.1 0.0
C 2.054851 2.089901 -3.624867 0.4 -0.5 0.0
H -0.388117 -3.429985 -4.337731 -0.1 -0.2 0.7
C 1.614848 -1.826834 -4.531634 -0.2 -0.2 -0.6
C 2.122596 -2.756881 -2.311123 0.2 -0.7 0.4
H 0.680574 1.174599 0.065007 1.7 0.2 2.4
H 2.101126 -2.473361 -5.285704 -0.1 0.2 0.1
H 0.729904 -1.371826 -5.014415 0.5 0.0 0.1
H 2.346193 -1.042283 -4.280090 -0.3 -0.1 0.0
H 2.705710 -3.689018 -2.430269 0.0 0.2 0.1
H 2.851194 -1.932716 -2.259513 -0.3 -0.1 0.1
H 1.577457 -2.846104 -1.359837 0.3 0.2 -0.1
H 2.254554 2.992614 -4.226341 -0.1 -0.3 0.3
H 2.988945 1.737852 -3.167762 -0.2 0.1 -0.2
H 1.656444 1.308959 -4.291941 0.0 0.2 0.4
H 1.526011 4.825826 -2.672947 0.0 -0.2 0.5
H 0.773733 4.608442 -1.045912 0.3 0.0 -0.2
H 2.454909 4.026193 -1.344947 -0.3 0.2 -0.1
H 0.818843 0.714734 -0.468744 2.3 -1.6 -0.3
C -1.315660 -3.292439 3.262647 0.0 -0.1 0.2
C -2.023397 -2.001662 3.648224 0.1 0.0 0.2
C -3.345322 -1.845431 2.911537 -0.1 0.1 0.1
C -2.243961 -1.958506 5.152484 0.0 0.0 0.2
O -1.160658 -0.854867 3.348632 0.1 0.4 -1.1
Si -0.326383 -0.394082 2.016356 0.4 -1.5 2.7
S -1.486822 -0.685228 0.286914 0.0 0.9 -1.1
O 0.088305 1.186924 2.213844 -0.7 1.2 -0.9
C -0.692975 2.425562 2.525621 0.6 -1.8 0.6
C -1.178874 2.971361 1.160108 -0.8 0.1 0.7
C -1.814590 2.085410 3.501360 -0.7 0.4 0.0
C 0.301946 3.328093 3.247180 0.0 0.7 -0.4
O 1.045299 -1.276190 1.839301 -0.5 1.1 -0.4
C 2.322384 -0.888800 2.453807 0.1 -0.5 0.2
C 2.946334 0.217607 1.610833 0.3 0.0 0.0
C 2.099226 -0.435778 3.896571 0.2 0.2 0.2
C 3.171869 -2.159800 2.420313 0.1 0.0 -0.3
H -1.968045 -4.139721 3.510929 0.2 0.1 -0.1
H -0.386916 -3.397722 3.839943 -0.2 0.0 -0.2
H -1.083868 -3.333608 2.192479 0.0 0.0 0.1
H -4.041306 -2.627801 3.238027 0.1 0.2 -0.1
H -3.798415 -0.871470 3.140434 0.1 -0.2 0.0
H -3.209341 -1.929162 1.829684 -0.1 -0.1 0.2
H -1.299485 -2.096362 5.690835 -0.2 0.0 -0.1
H -2.692180 -1.008894 5.469899 0.1 -0.2 -0.1
H -2.921557 -2.769878 5.438393 0.1 0.1 0.0
H -1.772689 2.153375 0.590748 0.0 1.3 1.6
H -1.930674 3.747551 1.328656 0.1 0.0 -0.2
H -0.334986 3.455887 0.640270 -0.1 -0.4 -0.4
H -1.417893 1.606692 4.407873 0.0 0.0 -0.5
H -2.308477 3.015878 3.834576 0.2 -0.3 -0.2
H -2.589823 1.446686 3.056927 0.3 0.0 0.1
H 0.671890 2.858688 4.168273 -0.2 -0.1 -0.4
H 1.166315 3.578838 2.618975 -0.1 -0.1 0.1
H -0.194283 4.264845 3.539089 0.2 -0.2 -0.1
H 2.292986 1.093984 1.567896 0.2 0.0 0.2
H 3.908116 0.522265 2.051609 -0.3 -0.1 -0.2
H 3.120940 -0.139058 0.588225 0.1 0.0 0.1
H 1.516762 -1.175300 4.461397 0.1 0.2 -0.2
H 3.072351 -0.322003 4.397351 -0.3 0.0 -0.2
H 1.592454 0.540022 3.941643 0.1 -0.4 0.0
H 2.686256 -2.966697 2.978230 0.0 0.2 -0.1
H 3.318077 -2.497589 1.382046 -0.1 0.1 0.3
H 4.159298 -1.982507 2.863271 -0.2 0.0 -0.1
```
Forces are in eV/Å.

Summary:
* DFT total energy: -63663.5422 eV
* HOMO energy (spin up / spin down): -12.24 / -12.24 eV
* E_LUMO (spin up / spin down): -8.5277 / -8.5273 eV
* total charge: +2